{"formula": "C33H36IrN4O3PS2", "method": "the ωB97M-V functional and the def2-TZVPD basis", "symbols": ["Ir", "C", "O", "C", "C", "C", "C", "C", "C", "N", "N", "C", "O", "C", "C", "C", "C", "C", "C", "C", "O", "H", "H", "H", "H", "H", "H", "H", "H", "H", "H", "H", "H", "C", "C", "N", "C", "C", "C", "C", "N", "H", "H", "H", "H", "H", "H", "H", "H", "H", "H", "H", "H", "H", "H", "S", "P", "S", "C", "C", "C", "C", "C", "C", "C", "C", "C", "C", "C", "C", "H", "H", "H", "H", "H", "H", "H", "H", "H", "H"], "positions_angstrom": [[-0.37011, 0.68996, -0.32554], [2.04807, 2.25842, -3.40654], [3.05529, 1.25535, -3.49977], [2.71443, -0.03258, -3.20047], [3.22249, -1.01473, -4.02648], [2.97600, -2.36634, -3.79309], [2.18894, -2.72793, -2.72654], [1.65006, -1.75312, -1.87240], [0.86259, -2.20618, -0.75810], [0.17704, -1.43275, 0.00129], [-0.45736, -2.04609, 1.06824], [-1.04136, -1.17076, 1.83206], [-1.05058, 0.11320, 1.61992], [-1.73793, -1.65770, 3.04750], [-2.14916, -0.74943, 4.01691], [-2.78692, -1.19757, 5.16394], [-3.02134, -2.55297, 5.34530], [-2.61417, -3.46136, 4.37652], [-1.97145, -3.01822, 3.23292], [1.93214, -0.38117, -2.07093], [1.55014, 0.55876, -1.23665], [2.39401, 3.08139, -4.02958], [1.91056, 2.58969, -2.37884], [1.09120, 1.89428, -3.79144], [3.82228, -0.69490, -4.86938], [3.39086, -3.11362, -4.45548], [1.97089, -3.77023, -2.52666], [0.84420, -3.27097, -0.53026], [-1.96372, 0.30395, 3.85857], [-3.10114, -0.48710, 5.91840], [-3.51838, -2.90342, 6.24102], [-2.80030, -4.51896, 4.51347], [-1.64795, -3.71396, 2.47180], [1.65289, 1.63917, 2.38072], [0.53889, 2.67098, 2.28169], [0.87559, 3.78505, 1.39584], [1.53049, 4.91493, 2.04998], [0.55461, 5.85040, 2.75201], [0.49258, 3.82227, 0.11496], [0.69978, 5.10437, -0.64923], [-0.04989, 2.81208, -0.51125], [1.36636, 0.85262, 3.08007], [2.57874, 2.09300, 2.74027], [1.85585, 1.18151, 1.41143], [0.32463, 3.10285, 3.26152], [-0.39210, 2.22112, 1.94868], [2.14417, 5.45372, 1.33110], [2.22305, 4.49000, 2.77910], [-0.17484, 6.26152, 2.05404], [1.09073, 6.68055, 3.21325], [0.00709, 5.32684, 3.53654], [1.76286, 5.26257, -0.83765], [0.32227, 5.96756, -0.10325], [0.18542, 5.04274, -1.60542], [-0.36573, 3.10341, -1.43204], [-2.44627, 3.64111, -2.70643], [-3.22035, 2.19718, -1.62745], [-2.22552, 0.37596, -1.73679], [-4.94159, 1.84139, -2.08137], [-5.81298, 2.92847, -2.13834], [-7.14582, 2.73564, -2.45379], [-7.61706, 1.45674, -2.72375], [-6.75263, 0.37516, -2.67290], [-5.41510, 0.56388, -2.34959], [-3.33418, 2.61220, 0.14153], [-3.84223, 1.67139, 1.03291], [-3.95071, 1.97825, 2.37909], [-3.53709, 3.21997, 2.84280], [-3.02876, 4.15954, 1.95601], [-2.93345, 3.85897, 0.60526], [-5.43816, 3.92684, -1.94572], [-7.81799, 3.58291, -2.49509], [-8.65881, 1.30646, -2.97663], [-7.11493, -0.62229, -2.88567], [-4.74644, -0.28611, -2.30772], [-4.14465, 0.69369, 0.67549], [-4.35110, 1.24368, 3.06559], [-3.61800, 3.45758, 3.89645], [-2.71729, 5.13287, 2.31558], [-2.55222, 4.58471, -0.10427]], "forces_ev_per_angstrom": [[0.15, 0.11, 0.09], [-0.05, -0.03, -0.04], [0.05, 0.05, 0.14], [-0.01, -0.12, -0.16], [-0.01, 0.15, 0.01], [-0.04, -0.10, 0.04], [0.05, 0.02, -0.05], [0.00, -0.01, 0.00], [0.02, 0.04, -0.06], [-0.24, -0.06, 0.19], [0.05, -0.01, 0.06], [0.07, 0.12, -0.20], [0.01, -0.11, 0.03], [0.00, -0.08, 0.04], [-0.01, -0.01, -0.02], [-0.02, 0.01, 0.03], [0.00, 0.00, 0.02], [0.00, 0.00, -0.01], [-0.04, 0.00, 0.02], [0.01, -0.03, -0.04], [-0.07, 0.05, 0.05], [-0.02, 0.00, 0.00], [0.03, 0.01, -0.01], [0.00, -0.01, 0.00], [0.00, 0.00, 0.01], [-0.01, -0.01, 0.01], [0.00, 0.00, -0.01], [0.01, 0.00, 0.01], [0.01, 0.03, -0.01], [0.00, -0.01, 0.00], [-0.01, 0.01, -0.01], [0.01, 0.01, 0.00], [0.01, 0.00, -0.01], [-0.04, 0.01, 0.06], [-0.02, -0.04, -0.03], [-0.14, 0.05, 0.03], [0.08, -0.02, 0.01], [-0.01, 0.00, 0.01], [-0.04, -0.02, -0.06], [0.02, 0.01, 0.00], [0.12, 0.07, 0.18], [0.00, 0.00, -0.05], [0.00, 0.01, -0.01], [0.02, -0.01, -0.01], [0.07, 0.00, 0.02], [0.00, -0.01, -0.03], [-0.04, 0.01, -0.01], [0.01, 0.03, -0.01], [0.00, 0.01, -0.02], [0.01, -0.02, 0.00], [-0.01, 0.00, -0.01], [0.00, -0.01, -0.02], [0.00, 0.00, 0.00], [-0.01, 0.01, 0.01], [0.00, -0.05, -0.04], [-0.05, 0.01, -0.02], [0.05, -0.01, 0.02], [-0.03, -0.04, -0.19], [-0.01, 0.03, -0.04], [0.01, 0.03, 0.00], [-0.02, 0.00, 0.00], [-0.01, -0.02, 0.00], [-0.02, -0.01, -0.01], [0.02, -0.03, 0.04], [0.02, -0.02, 0.02], [-0.01, -0.02, 0.00], [0.00, -0.01, 0.01], [0.00, 0.01, 0.01], [0.00, 0.02, 0.03], [0.01, 0.03, -0.04], [0.00, -0.01, -0.01], [0.00, 0.00, 0.00], [0.00, 0.00, 0.00], [0.00, 0.01, 0.00], [0.01, 0.02, 0.00], [0.00, 0.00, 0.00], [0.02, -0.01, 0.01], [0.00, 0.00, -0.01], [0.00, -0.01, 0.00], [0.00, -0.01, 0.01]], "multiplicity": 5, "homo_ev": [-7.18, -7.73], "lumo_energy_ha": [0.011, -0.059], "s2": 6.015, "gap_ev": [7.47, 6.12]}


{"formula": "C38H49As2BN10O11SV", "method": "the ωB97M-V functional and the def2-TZVPD basis", "symbols": ["V", "C", "C", "N", "N", "C", "B", "N", "C", "C", "C", "N", "N", "C", "C", "C", "N", "N", "C", "C", "C", "N", "H", "H", "H", "H", "H", "H", "H", "H", "H", "H", "H", "H", "O", "N", "N", "O", "C", "C", "C", "C", "C", "C", "H", "H", "H", "H", "H", "C", "C", "C", "S", "O", "C", "C", "C", "H", "H", "H", "H", "H", "H", "H", "H", "H", "H", "H", "H", "H", "H", "C", "O", "C", "O", "C", "C", "As", "C", "C", "C", "As", "C", "C", "O", "O", "C", "C", "O", "O", "C", "C", "O", "O", "C", "H", "H", "H", "H", "H", "H", "H", "H", "H", "H", "H", "H", "H", "H", "H", "H", "H", "H"], "positions_angstrom": [[0.28171, -0.76543, -0.01969], [-0.66013, -0.97003, 4.07614], [-0.10919, -0.30754, 3.00176], [-0.31749, -1.01113, 1.87313], [-0.98356, -2.14267, 2.22568], [-1.19955, -2.13328, 3.53679], [-1.29640, -3.27827, 1.19139], [0.06098, -3.70828, 0.56973], [0.67555, -4.88155, 0.40855], [1.85218, -4.67370, -0.29744], [1.88366, -3.31321, -0.53666], [0.79741, -2.72920, -0.00841], [-2.07990, -2.60806, 0.02706], [-3.23616, -2.89316, -0.56925], [-3.51141, -1.93158, -1.52893], [-2.44395, -1.06370, -1.47072], [-1.55784, -1.47757, -0.53870], [-2.01655, -4.39006, 1.87463], [-3.33354, -4.52581, 2.21255], [-3.43748, -5.55136, 3.10916], [-2.11045, -5.98910, 3.29203], [-1.25923, -5.28916, 2.57163], [-0.66819, -0.66020, 5.10587], [0.44127, 0.61944, 2.97920], [-1.71091, -2.95781, 4.00840], [0.24444, -5.77830, 0.81688], [2.57768, -5.41180, -0.58905], [2.61857, -2.72975, -1.06933], [-3.78706, -3.77913, -0.30460], [-4.36559, -1.87652, -2.18003], [-2.21983, -0.21187, -2.08829], [-4.10005, -3.88520, 1.81521], [-4.33335, -5.93630, 3.56357], [-1.74706, -6.78640, 3.92108], [1.57281, -0.14084, -1.16121], [2.84969, 0.01494, -0.87849], [2.98541, -0.12694, 0.36057], [1.93022, -0.37812, 1.06916], [4.28999, -0.06958, 0.99010], [5.27009, 0.72066, 0.41589], [6.51437, 0.73225, 1.02335], [6.74160, -0.02538, 2.16662], [5.73003, -0.79944, 2.72045], [4.47564, -0.82763, 2.13178], [5.06572, 1.30758, -0.46803], [7.30567, 1.33962, 0.60686], [7.71736, -0.00881, 2.63251], [5.91656, -1.38518, 3.60947], [3.67107, -1.42241, 2.54007], [1.38608, 0.41311, -6.09130], [1.78242, -1.03648, -5.82041], [1.77462, -1.42329, -4.34438], [0.22872, -1.52762, -3.43868], [-0.45663, -0.17773, -3.42356], [-0.71546, -2.63494, -4.50183], [-1.50534, -1.93889, -5.61782], [-2.89955, -1.51027, -5.17652], [1.24915, 0.57510, -7.15975], [2.16795, 1.09442, -5.75147], [0.46668, 0.68835, -5.57692], [2.80386, -1.20351, -6.17051], [1.15877, -1.72841, -6.38927], [2.35772, -0.70579, -3.75871], [2.20711, -2.41835, -4.19668], [-1.39783, -3.16006, -3.82862], [0.00067, -3.36977, -4.87481], [-1.58539, -2.63883, -6.45169], [-0.96055, -1.07109, -5.98583], [-3.47321, -2.36448, -4.80917], [-3.45232, -1.07636, -6.00884], [-2.84077, -0.76006, -4.38833], [-4.71899, -0.51679, 1.90138], [-3.41511, 0.09671, 1.84280], [-3.31093, 1.13238, 1.00413], [-4.07184, 1.38440, 0.11081], [-2.01049, 1.87853, 1.20777], [-1.80331, 2.62289, 2.29056], [-0.18558, 3.57664, 2.85351], [-0.94003, 5.38177, 2.79635], [0.74954, 3.68097, 1.13261], [0.64893, 2.88462, 0.07433], [-0.76241, 1.59474, -0.26709], [-1.74205, 2.32696, -1.75935], [1.56198, 2.92644, -1.11639], [1.15967, 2.64711, -2.21925], [2.82535, 3.20905, -0.81959], [3.68351, 3.41726, -1.96396], [1.69212, 4.86304, 1.08673], [1.73256, 5.63415, 0.17073], [2.38445, 4.95437, 2.22248], [3.25219, 6.10821, 2.34415], [-2.93655, 2.75385, 3.28099], [-4.09744, 2.59253, 3.02163], [-2.47087, 3.14090, 4.47011], [-3.47195, 3.37884, 5.48829], [-5.35056, 0.08275, 2.55448], [-4.56090, -1.50146, 2.32954], [-5.16157, -0.58125, 0.91118], [-1.64100, 5.48047, 3.62191], [-1.44485, 5.56723, 1.85141], [-0.13260, 6.09805, 2.93626], [-1.64333, 3.40682, -1.66693], [-2.78266, 2.02840, -1.65628], [-1.28754, 1.97075, -2.67973], [4.65141, 3.68262, -1.55139], [3.29321, 4.22882, -2.57311], [3.73859, 2.50818, -2.56041], [3.43350, 6.22736, 3.40678], [2.77026, 6.98625, 1.92410], [4.18284, 5.90871, 1.81799], [-2.93568, 3.81802, 6.32206], [-3.92995, 2.43527, 5.77585], [-4.23341, 4.05537, 5.10923]], "forces_ev_per_angstrom": [[0.51, 0.05, 0.01], [-0.10, -0.12, 0.07], [0.04, 0.06, -0.26], [-0.15, -0.06, 0.30], [0.10, 0.10, -0.35], [-0.05, 0.00, 0.18], [0.12, 0.07, -0.01], [-0.04, 0.16, 0.12], [0.03, -0.12, -0.06], [-0.05, -0.06, 0.04], [0.00, 0.18, -0.06], [-0.07, -0.34, 0.00], [0.19, 0.19, 0.05], [-0.07, -0.13, -0.05], [-0.07, -0.11, 0.02], [0.21, 0.08, 0.05], [-0.25, 0.08, 0.09], [-0.04, -0.10, 0.02], [0.05, 0.02, 0.05], [-0.01, 0.04, -0.02], [0.07, -0.05, 0.05], [-0.10, 0.06, -0.09], [0.01, -0.01, 0.00], [-0.03, 0.01, -0.02], [0.01, 0.01, 0.01], [0.01, 0.00, 0.02], [0.00, 0.00, 0.00], [-0.01, 0.00, 0.00], [-0.02, 0.00, 0.03], [0.00, -0.01, 0.00], [0.00, 0.01, 0.01], [-0.03, 0.05, -0.04], [0.00, 0.00, 0.00], [-0.01, 0.00, 0.00], [0.20, -0.15, -0.39], [-0.31, -0.01, 0.00], [0.29, 0.09, 0.12], [-0.16, -0.14, 0.00], [-0.43, 0.09, -0.07], [0.12, -0.01, 0.01], [-0.02, 0.01, -0.01], [0.02, 0.00, 0.00], [-0.04, 0.00, -0.03], [0.09, 0.00, 0.09], [-0.01, 0.00, 0.01], [0.01, -0.01, 0.00], [0.00, 0.00, 0.00], [0.00, 0.00, 0.00], [0.00, 0.00, -0.01], [0.01, -0.01, 0.01], [-0.04, 0.01, 0.03], [0.18, 0.13, -0.12], [-0.33, 0.34, 0.15], [0.28, -0.41, 0.00], [-0.20, 0.00, -0.12], [-0.01, -0.05, 0.02], [0.00, 0.00, 0.00], [0.03, 0.01, 0.00], [-0.02, 0.01, 0.03], [-0.02, -0.02, -0.02], [-0.02, -0.03, -0.05], [-0.02, 0.00, 0.02], [0.03, -0.04, 0.01], [0.05, 0.03, 0.03], [0.02, -0.02, -0.01], [0.01, 0.01, -0.02], [0.01, 0.01, 0.00], [0.02, 0.01, -0.01], [0.01, 0.00, 0.00], [0.01, 0.00, -0.01], [0.00, 0.00, 0.01], [0.03, 0.00, 0.02], [0.00, 0.10, 0.04], [0.20, -0.06, -0.19], [-0.07, 0.01, 0.05], [0.08, -0.23, -0.05], [-0.04, 0.05, -0.04], [-0.04, -0.06, -0.07], [0.01, 0.06, 0.04], [-0.07, 0.22, 0.07], [0.15, -0.32, -0.17], [-0.31, 0.39, 0.69], [0.04, -0.10, -0.20], [-0.23, 0.09, -0.11], [0.12, 0.03, 0.06], [0.03, -0.03, 0.02], [-0.03, 0.00, 0.05], [0.12, -0.19, 0.03], [-0.04, 0.04, 0.04], [-0.07, 0.09, -0.02], [-0.01, -0.10, 0.00], [0.10, 0.19, 0.02], [0.03, -0.15, -0.03], [-0.06, -0.05, 0.01], [0.06, -0.03, -0.02], [-0.03, 0.01, -0.03], [-0.01, -0.03, 0.04], [0.02, -0.02, -0.02], [0.03, 0.01, -0.01], [0.01, 0.01, -0.01], [-0.01, 0.01, 0.00], [-0.03, 0.01, -0.05], [0.01, 0.04, 0.01], [0.00, 0.02, 0.01], [0.01, 0.00, -0.02], [0.00, 0.01, 0.01], [0.01, 0.00, 0.00], [0.01, -0.01, -0.01], [-0.01, 0.01, 0.01], [0.00, 0.03, -0.02], [-0.01, -0.01, 0.01], [-0.01, 0.01, 0.00], [0.00, 0.01, 0.00]], "multiplicity": 2, "homo_ev": [-13.34, -13.33], "total_charge": 2, "lumo_energy_ha": [-0.278, -0.250], "s2": 0.778, "gap_ev": [5.79, 6.53]}


Computed energy relative to the best compared isomer or geometry (same formula, charge and spin), in the same sequence as the records: 0.069 0.000 eV.
Computed max |F|, in the same sequence as the records: 0.31 0.85 eV Å⁻¹.
Computed total energy, in the same sequence as the records: -80705.9372 -236486.9323 eV.